138
Properties=species:S:1:pos:R:3:mulliken_charge:R:1 method="wB97M-V/def2-TZVPD" e_tot_ha=-6698.73726 homo_ev=-3.75 orbital_gap_ev=5.3 total_charge=-1
C 6.005 -2.048 3.451 -0.867
C 5.331 -1.576 2.013 -0.189
C 5.768 -0.001 1.773 -0.015
N 4.623 0.970 2.066 -0.459
In 5.200 2.999 1.654 0.800
C 7.212 3.326 2.648 -0.706
C 6.950 3.697 4.238 -0.425
C 6.771 2.329 5.166 -0.456
Br 4.826 1.860 5.480 -0.211
C 3.626 4.504 2.422 -0.861
C 2.545 4.714 1.209 -0.179
C 0.980 4.921 1.762 -0.446
C 0.100 5.349 0.446 -0.744
C -1.525 5.268 0.634 0.625
C -2.042 4.300 1.851 -0.588
C -3.659 4.650 2.078 -0.633
C -4.629 3.860 0.976 -0.213
C -5.746 2.991 1.846 -0.628
C -6.394 1.765 0.911 -0.665
C -5.403 0.427 0.870 -0.514
C -5.483 -0.459 2.266 -0.246
O -4.387 -0.090 3.217 -0.333
C -4.409 -1.162 4.253 -0.496
C 5.372 3.150 -0.643 -0.660
O 5.228 1.799 -1.214 -0.246
C 4.602 1.823 -2.547 -0.348
C 3.655 0.452 -2.686 -0.330
C 3.993 -0.668 -1.508 -0.022
H 6.017 -3.239 3.533 0.300
H 5.389 -1.640 4.380 0.181
H 7.118 -1.639 3.542 0.227
H 5.748 -2.307 1.186 0.209
H 4.153 -1.715 2.040 0.126
H 6.651 0.237 2.512 -0.069
H 6.190 0.078 0.684 0.085
H 3.784 0.759 1.468 0.167
H 7.812 4.207 2.134 0.230
H 7.824 2.321 2.584 0.090
H 5.977 4.342 4.327 0.167
H 7.886 4.272 4.669 0.322
H 7.398 1.409 4.740 0.235
H 7.228 2.569 6.224 0.349
H 3.142 4.104 3.423 0.193
H 4.207 5.510 2.566 0.174
H 2.798 5.574 0.456 0.264
H 2.512 3.690 0.606 0.036
H 1.033 5.819 2.513 0.183
H 0.689 3.892 2.243 0.291
H 0.486 4.780 -0.529 0.195
H 0.354 6.497 0.237 0.141
H -1.951 4.790 -0.374 -0.699
H -2.017 6.354 0.677 0.351
H -2.008 3.143 1.579 0.264
H -1.535 4.506 2.896 0.309
H -4.006 4.346 3.179 0.383
H -3.796 5.822 1.932 0.232
H -5.248 4.597 0.300 0.215
H -4.025 3.114 0.304 0.119
H -6.618 3.732 2.177 0.289
H -5.291 2.513 2.813 0.277
H -6.416 2.175 -0.206 0.283
H -7.490 1.495 1.279 0.305
H -5.670 -0.243 -0.075 0.319
H -4.284 0.778 0.725 0.223
H -6.521 -0.340 2.834 0.167
H -5.353 -1.601 2.017 0.292
H -5.460 -1.679 4.275 0.155
H -4.172 -0.740 5.336 0.243
H -3.592 -2.001 4.060 0.207
H 6.468 3.543 -0.901 0.132
H 4.629 3.948 -1.070 0.161
H 5.430 1.775 -3.405 0.160
H 3.891 2.733 -2.742 0.217
H 3.891 -0.071 -3.732 0.237
H 2.511 0.731 -2.578 0.173
H 3.665 -0.332 -0.433 -0.152
H 3.399 -1.659 -1.755 -0.245
H 5.129 -0.968 -1.460 0.262
C -0.721 -4.745 -2.628 -0.729
C 0.621 -5.011 -3.308 -0.301
C 1.528 -3.817 -3.014 -0.485
S 0.977 -3.143 -1.454 1.159
O 0.442 -1.818 -1.688 -0.619
O 1.979 -3.406 -0.440 -0.636
C -0.384 -4.269 -1.223 -0.790
H -1.351 -5.640 -2.609 0.370
H -1.262 -3.961 -3.170 0.309
H 1.066 -5.923 -2.893 -0.016
H 0.505 -5.163 -4.386 0.378
H 2.575 -4.119 -2.930 0.353
H 1.425 -3.039 -3.775 0.337
H -1.214 -3.757 -0.732 0.453
H -0.031 -5.097 -0.600 0.311
C -3.534 6.747 -4.876 -0.550
C -2.037 6.442 -4.896 -0.651
C -1.630 6.050 -3.476 -0.648
S -3.086 5.348 -2.715 1.243
O -3.503 6.215 -1.633 -0.584
O -2.890 3.924 -2.535 -0.685
C -4.177 5.608 -4.099 -0.787
H -3.946 6.827 -5.886 0.353
H -3.711 7.699 -4.361 0.273
H -1.845 5.606 -5.579 0.289
H -1.455 7.297 -5.252 0.330
H -0.827 5.309 -3.478 0.363
H -1.329 6.924 -2.891 0.357
H -5.182 5.843 -3.744 0.382
H -4.192 4.687 -4.690 0.351
C -8.938 -5.700 3.001 -0.604
C -8.692 -4.334 3.640 -0.827
C -7.492 -3.707 2.933 -0.067
S -7.473 -4.388 1.281 1.149
O -6.283 -5.198 1.131 -0.655
O -7.830 -3.351 0.334 -0.669
C -8.871 -5.472 1.499 -0.694
H -9.903 -6.121 3.301 0.360
H -8.152 -6.400 3.311 0.288
H -9.576 -3.701 3.498 0.325
H -8.517 -4.417 4.717 0.339
H -7.582 -2.619 2.877 0.006
H -6.552 -3.978 3.422 0.329
H -8.722 -6.391 0.930 0.389
H -9.761 -4.946 1.140 0.336
C 4.197 -9.026 -3.955 -0.607
C 4.858 -8.144 -2.896 -0.612
C 5.214 -6.816 -3.562 -0.615
S 4.036 -6.589 -4.886 0.950
O 4.744 -6.639 -6.147 -0.693
O 3.137 -5.505 -4.543 -0.537
C 3.181 -8.136 -4.657 -0.573
H 3.722 -9.906 -3.512 0.343
H 4.951 -9.372 -4.671 0.296
H 4.152 -7.968 -2.076 0.297
H 5.745 -8.622 -2.469 0.320
H 5.138 -5.981 -2.861 0.351
H 6.215 -6.844 -4.001 0.363
H 2.858 -8.531 -5.621 0.422
H 2.314 -7.948 -4.017 0.245


132
Properties=species:S:1:pos:R:3:mulliken_charge:R:1 method="wB97M-V/def2-TZVPD" e_tot_ha=-2131.38056 homo_ev=-8.06 relative_energy_kcal_mol=43.9 orbital_gap_ev=8.5 smiles=CC1(C)CCCC(C)(C)N1O.CC1(C)CCCC(C)(C)N1O.CC1(C)CCCC(C)(C)N1O.CC1(C)CCCC(C)(C)N1O.CC(C)O
C 2.372 3.470 2.283 -1.808
C 1.455 3.896 3.427 2.123
C 0.643 2.738 3.997 -2.030
C 2.392 4.424 4.529 -1.276
C 3.073 5.782 4.239 -0.707
C 1.956 6.810 3.995 -1.225
C 1.032 6.360 2.844 1.642
C -0.174 7.320 2.898 -1.981
C 1.749 6.572 1.505 -1.749
N 0.529 5.017 3.104 0.288
O -0.417 4.611 2.163 -0.487
H 1.850 3.469 1.322 0.284
H 3.209 4.156 2.148 0.337
H 2.862 2.512 2.465 0.452
H 0.163 2.942 4.955 0.322
H -0.133 2.498 3.270 0.329
H 1.215 1.825 4.164 0.384
H 1.738 4.628 5.385 0.404
H 3.158 3.723 4.861 0.404
H 3.775 6.119 5.000 0.394
H 3.646 5.720 3.311 0.296
H 2.439 7.759 3.759 0.438
H 1.365 6.907 4.909 0.397
H -0.769 7.393 1.991 0.339
H 0.182 8.315 3.177 0.425
H -0.796 7.040 3.753 0.487
H 1.924 7.621 1.253 0.440
H 1.134 6.158 0.704 0.371
H 2.757 6.161 1.521 0.333
H -1.248 4.423 2.616 0.330
C 3.925 -1.156 -4.705 -1.862
C 4.780 -0.670 -3.540 1.968
C 5.352 0.672 -4.039 -2.051
C 3.826 -0.450 -2.367 -1.233
C 3.524 -1.714 -1.564 0.316
C 4.797 -2.504 -1.255 -1.566
C 5.758 -2.769 -2.441 1.665
C 7.123 -3.022 -1.795 -1.945
C 5.308 -3.984 -3.250 -1.544
N 5.925 -1.537 -3.242 0.254
O 6.744 -1.732 -4.358 -0.532
H 4.511 -1.323 -5.614 0.362
H 3.425 -2.093 -4.442 0.376
H 3.132 -0.490 -5.052 0.465
H 5.978 0.561 -4.921 0.440
H 4.590 1.404 -4.330 0.382
H 5.861 1.240 -3.252 0.449
H 4.264 0.232 -1.625 0.355
H 2.942 0.049 -2.758 0.123
H 3.053 -1.422 -0.628 -0.002
H 2.892 -2.330 -2.214 0.057
H 4.576 -3.460 -0.783 0.536
H 5.307 -1.873 -0.518 0.331
H 7.115 -3.967 -1.240 0.390
H 7.392 -2.238 -1.091 0.406
H 7.889 -3.201 -2.553 0.450
H 4.681 -3.662 -4.082 0.317
H 4.856 -4.765 -2.644 0.315
H 6.168 -4.376 -3.803 0.403
H 7.604 -1.376 -4.105 0.373
C -1.319 -4.251 -4.101 -1.961
C -1.987 -2.885 -4.186 1.742
C -2.848 -2.912 -5.493 -1.592
C -3.003 -2.665 -3.049 -1.387
C -3.364 -1.191 -2.909 -1.236
C -2.164 -0.281 -2.728 -0.253
C -1.107 -0.481 -3.842 1.950
C -1.547 0.385 -5.073 -1.875
C 0.176 0.132 -3.310 -2.225
N -0.943 -1.870 -4.195 0.616
O 0.094 -2.085 -5.143 -0.358
H -1.062 -4.604 -5.098 0.390
H -0.441 -4.238 -3.454 0.347
H -1.967 -4.994 -3.629 0.414
H -3.304 -3.878 -5.718 0.483
H -3.714 -2.243 -5.532 0.368
H -2.231 -2.580 -6.335 0.209
H -3.924 -3.217 -3.217 0.441
H -2.477 -2.907 -2.118 0.314
H -3.879 -0.875 -3.826 0.506
H -4.108 -1.022 -2.126 0.428
H -1.708 -0.505 -1.760 -0.550
H -2.492 0.755 -2.765 0.693
H -2.376 -0.132 -5.565 0.396
H -0.771 0.570 -5.816 0.353
H -1.908 1.359 -4.739 0.438
H 0.974 0.203 -4.048 0.192
H 0.525 -0.506 -2.489 0.495
H 0.010 1.114 -2.864 0.374
H -0.419 -2.027 -5.966 0.304
C -5.603 -0.511 4.709 -1.729
C -4.341 -1.340 4.416 1.881
C -3.176 -0.797 5.213 -2.197
C -4.594 -2.779 4.849 -1.408
C -5.539 -3.598 3.984 -0.608
C -4.904 -3.640 2.597 -1.441
C -4.630 -2.282 1.992 1.584
C -3.710 -2.405 0.789 -2.029
C -5.971 -1.653 1.517 -1.793
N -3.972 -1.370 2.986 0.417
O -3.644 -0.131 2.426 -0.395
H -6.521 -0.871 4.245 0.281
H -5.862 -0.442 5.771 0.420
H -5.478 0.555 4.483 0.406
H -2.278 -1.340 4.918 0.388
H -3.021 0.275 5.085 0.396
H -3.330 -0.940 6.285 0.479
H -3.650 -3.334 4.839 0.364
H -4.970 -2.927 5.866 0.408
H -5.487 -4.596 4.427 0.421
H -6.584 -3.284 4.030 0.350
H -5.428 -4.379 1.988 0.359
H -3.899 -4.050 2.762 0.475
H -3.596 -1.421 0.330 0.229
H -4.187 -3.094 0.090 0.688
H -2.710 -2.759 1.043 0.437
H -6.277 -2.198 0.625 0.461
H -5.822 -0.600 1.271 0.346
H -6.711 -1.724 2.311 0.374
H -4.475 0.379 2.431 0.357
C -1.015 0.905 0.694 -0.245
C -0.426 -0.325 1.385 1.293
C 1.082 -0.347 1.387 -0.978
O -0.926 -0.527 2.714 -0.529
H -2.102 0.912 0.696 0.299
H -0.683 0.853 -0.345 -0.110
H -0.565 1.774 1.180 -0.128
H -0.840 -1.146 0.781 -0.288
H 1.590 -1.216 1.815 0.504
H 1.524 0.351 2.116 -0.110
H 1.536 -0.024 0.450 0.139
H -1.896 -0.537 2.606 0.257